Entry 1:
{
  "formula": "C4H9N2S",
  "method": "the ωB97M-V functional and the def2-TZVPD basis",
  "symbols": ["C", "C", "C", "C", "N", "N", "S", "H", "H", "H", "H", "H", "H", "H", "H", "H"],
  "xyz": [[2.043, -0.422, 0.205], [-0.377, 0.309, -0.118], [-1.767, -0.059, 0.129], [-0.073, 1.593, -0.765], [0.591, -0.495, 0.237], [2.586, -1.622, 0.621], [2.946, 0.932, -0.162], [-1.800, -1.141, 0.420], [-2.709, 0.140, -0.487], [-2.087, 0.455, 1.001], [0.921, 1.675, -1.247], [0.065, 2.456, -0.018], [-0.917, 1.869, -1.356], [0.382, -1.460, 0.433], [1.928, -2.437, 0.893], [3.493, -1.952, 0.433]],
  "lowdin_charge": [-0.7696, -0.2503, 0.0119, -0.0288, 0.1202, 0.0961, 0.7750, 0.1130, 0.1503, 0.1042, 0.0310, 0.1580, 0.0904, 0.1443, 0.1579, 0.0963],
  "de_lowest_ev": 1.791,
  "total_energy_ha": -665.22653,
  "total_charge": 1,
  "homo_energy_ev": -13.07,
  "homo_lumo_gap_ev": 7.7800,
  "lumo_ha": -0.1942
}

Entry 2:
{
  "formula": "C32H56N2O3P2Sm",
  "method": "the ωB97M-V functional and the def2-TZVPD basis",
  "symbols": ["Sm", "C", "C", "C", "C", "C", "C", "H", "H", "H", "C", "H", "H", "H", "C", "H", "H", "H", "C", "H", "H", "H", "C", "H", "H", "H", "C", "C", "C", "C", "C", "C", "C", "C", "H", "H", "H", "H", "H", "H", "H", "H", "H", "H", "H", "H", "P", "C", "H", "H", "H", "C", "H", "H", "H", "C", "H", "H", "H", "P", "C", "H", "H", "H", "C", "H", "H", "H", "C", "H", "H", "H", "C", "C", "C", "C", "C", "C", "O", "N", "C", "O", "N", "C", "O", "H", "H", "H", "H", "H", "H", "H", "H", "H", "H", "H"],
  "xyz": [[0.490, 0.058, -0.498], [2.467, -1.082, -0.501], [2.736, 0.296, -0.898], [1.831, 0.439, 1.263], [1.972, -0.992, 0.870], [2.345, 1.247, 0.166], [3.043, -2.346, -1.167], [3.049, -2.257, -2.253], [2.474, -3.237, -0.917], [4.070, -2.511, -0.844], [1.851, -2.164, 1.860], [1.998, -3.130, 1.384], [0.893, -2.179, 2.375], [2.619, -2.076, 2.629], [1.520, 0.934, 2.686], [2.440, 1.082, 3.251], [0.909, 0.217, 3.233], [0.979, 1.877, 2.672], [2.969, 2.629, 0.498], [3.952, 2.468, 0.942], [2.388, 3.159, 1.251], [3.128, 3.319, -0.322], [3.958, 0.507, -1.823], [4.844, 0.135, -1.308], [4.189, 1.549, -2.032], [3.902, -0.064, -2.745], [-0.089, 1.004, -4.102], [1.151, 0.496, -4.239], [2.089, 0.898, -5.358], [2.659, 2.303, -5.108], [2.131, 2.957, -3.819], [0.914, 3.473, -3.758], [-0.087, 3.399, -4.912], [-0.697, 2.000, -5.077], [1.557, 0.873, -6.310], [2.399, 2.935, -5.956], [2.876, 0.152, -5.462], [-0.558, 1.646, -6.099], [-0.776, 0.825, -3.308], [1.621, -0.202, -3.598], [-1.777, 2.024, -4.937], [-0.845, 4.175, -4.817], [0.657, 4.196, -3.024], [0.410, 3.678, -5.840], [3.745, 2.325, -5.158], [2.848, 3.268, -3.108], [-0.640, -1.927, -1.184], [-0.486, -3.449, -0.056], [-1.158, -4.240, -0.385], [-0.739, -3.233, 0.979], [0.520, -3.857, -0.092], [-2.524, -2.014, -1.363], [-2.860, -3.041, -1.511], [-2.858, -1.429, -2.219], [-3.009, -1.623, -0.469], [-0.260, -2.972, -2.731], [-0.577, -2.459, -3.638], [-0.793, -3.922, -2.702], [0.805, -3.188, -2.803], [-0.944, 1.874, -0.192], [-0.293, 3.562, 0.444], [-1.012, 4.354, 0.232], [0.659, 3.849, 0.009], [-0.105, 3.556, 1.518], [-2.549, 2.287, -1.134], [-2.364, 2.953, -1.964], [-3.291, 2.812, -0.534], [-3.019, 1.375, -1.500], [-2.028, 1.983, 1.402], [-2.498, 2.959, 1.532], [-1.434, 1.801, 2.298], [-2.844, 1.260, 1.375], [-2.594, 0.618, 5.063], [-2.412, -0.874, 5.373], [-2.175, -1.758, 4.105], [-2.089, -3.276, 4.500], [-1.002, -3.692, 5.502], [-3.355, -1.629, 3.220], [-4.474, -1.922, 3.622], [-3.201, -1.162, 1.983], [-1.993, -0.818, 1.455], [-1.951, -0.313, 0.412], [-0.818, -0.857, 1.984], [-0.894, -1.303, 3.371], [0.071, -1.405, 4.121], [-1.685, 1.029, 4.578], [-2.765, 1.172, 6.010], [-3.470, 0.784, 4.402], [-1.555, -0.964, 6.072], [-3.320, -1.228, 5.911], [-3.056, -3.582, 4.959], [-1.950, -3.883, 3.577], [-1.117, -3.157, 6.466], [-1.102, -4.779, 5.708], [0.020, -3.539, 5.105], [-4.050, -1.036, 1.409]],
  "lowdin_charge": [1.1386, -0.3480, -0.3286, -0.3271, -0.2939, -0.3086, -0.0146, 0.0744, 0.0599, 0.0991, -0.0072, 0.0703, 0.0362, 0.1043, 0.0026, 0.1038, 0.0448, 0.0635, -0.0149, 0.0972, 0.0638, 0.0718, -0.0105, 0.0946, 0.0706, 0.0676, -0.1193, -0.1128, -0.1602, -0.1471, -0.1044, -0.1096, -0.1573, -0.1640, 0.1116, 0.1052, 0.1079, 0.1117, 0.0613, 0.0687, 0.1060, 0.1071, 0.0909, 0.1064, 0.1078, 0.0811, 0.8309, -0.2001, 0.0548, 0.0311, 0.0301, -0.1993, 0.0570, 0.0504, 0.0195, -0.2251, 0.0388, 0.0480, 0.0265, 0.8558, -0.2343, 0.0530, 0.0109, 0.0385, -0.2060, 0.0303, 0.0527, 0.0409, -0.2243, 0.0649, 0.0352, 0.0463, -0.0764, -0.1608, -0.2884, -0.1518, -0.0932, -0.4482, 0.1050, 0.2545, -0.7526, -0.2703, 0.1720, -0.3424, 0.0330, 0.0705, 0.0889, 0.0841, 0.1219, 0.1365, 0.1307, 0.1251, 0.0815, 0.0839, 0.0709, 0.1990],
  "total_energy_ha": -2928.30679,
  "total_charge": 1,
  "homo_energy_ev": [-11.27, -11.18],
  "homo_lumo_gap_ev": [7.3892, 7.5548],
  "multiplicity": 6,
  "lumo_ha": [-0.1425, -0.1331]
}

Entry 3:
{
  "formula": "C12H30NO6Sr2",
  "method": "the ωB97M-V functional and the def2-TZVPD basis",
  "symbols": ["Sr", "Sr", "C", "C", "O", "O", "H", "H", "H", "C", "O", "H", "H", "H", "H", "O", "H", "H", "O", "H", "H", "C", "C", "C", "C", "C", "C", "N", "O", "C", "C", "C", "H", "H", "H", "H", "H", "H", "H", "H", "H", "H", "H", "H", "H", "H", "H", "H", "H", "H", "H"],
  "xyz": [[-0.867, -24.542, -6.294], [1.377, -21.382, -5.564], [3.347, -24.420, -8.456], [2.759, -23.445, -7.396], [3.168, -22.325, -7.291], [1.700, -23.754, -6.805], [4.276, -24.065, -8.904], [2.639, -24.315, -9.278], [3.590, -25.347, -7.937], [6.592, -23.109, -9.642], [7.176, -24.228, -9.023], [5.992, -22.505, -8.962], [7.315, -22.326, -9.872], [6.149, -23.422, -10.588], [7.710, -23.934, -8.281], [5.767, -21.789, -6.074], [4.988, -22.047, -6.568], [5.589, -22.076, -5.179], [3.480, -21.546, -10.559], [3.130, -22.344, -10.954], [3.327, -21.656, -9.620], [5.481, -23.645, -13.697], [4.187, -24.431, -13.675], [2.968, -23.535, -13.800], [2.801, -22.981, -15.232], [2.570, -24.191, -16.190], [3.777, -25.239, -16.116], [4.155, -25.492, -14.727], [5.143, -26.545, -14.546], [3.302, -26.505, -16.959], [4.968, -24.550, -16.797], [4.026, -25.134, -12.269], [5.299, -22.613, -13.397], [5.824, -23.541, -14.726], [6.333, -24.049, -13.149], [2.152, -24.099, -13.349], [2.991, -22.773, -13.021], [3.644, -22.394, -15.597], [1.854, -22.441, -15.220], [2.348, -23.786, -17.178], [1.641, -24.621, -15.816], [2.310, -26.858, -16.679], [3.111, -26.259, -18.004], [3.905, -27.413, -16.952], [5.906, -25.041, -16.537], [4.980, -24.402, -17.877], [5.064, -23.498, -16.528], [3.086, -25.682, -12.207], [4.164, -24.430, -11.448], [4.856, -25.788, -12.002], [5.898, -26.008, -14.799]],
  "lowdin_charge": [1.5778, 1.6262, 0.0542, -0.7627, -0.0870, -0.3320, 0.0596, 0.0900, 0.1084, -0.1797, -0.0980, 0.0578, 0.0916, 0.0640, 0.0879, -0.0287, -0.0318, 0.0322, -0.0216, 0.0007, -0.0011, 0.0011, -0.4640, -0.1454, -0.1363, -0.0991, -0.4139, 0.0387, 0.0844, 0.0039, -0.0140, -0.0137, 0.1098, 0.0702, 0.1000, 0.1167, 0.1029, 0.1111, 0.1195, 0.1338, 0.1179, 0.0820, 0.0941, 0.0865, 0.0936, 0.1130, 0.0721, 0.0913, 0.0488, 0.0914, 0.0960],
  "de_lowest_ev": 0.000,
  "total_energy_ha": -1041.68494,
  "total_charge": 3,
  "homo_energy_ev": -14.25,
  "homo_lumo_gap_ev": 1.3845,
  "lumo_ha": -0.4730
}

Entry 4:
{
  "formula": "C4H12O2",
  "method": "the ωB97M-V functional and the def2-TZVPD basis",
  "symbols": ["C", "C", "C", "C", "H", "H", "H", "H", "H", "H", "H", "H", "H", "H", "O", "H", "H", "O"],
  "xyz": [[1.388, 2.130, -0.636], [0.611, 3.434, -0.604], [0.013, 3.823, -1.764], [-0.401, 5.135, -2.402], [2.070, 2.158, -1.478], [2.001, 2.047, 0.266], [0.701, 1.289, -0.689], [0.479, 4.157, 0.195], [-0.065, 2.913, -2.383], [-1.459, 5.247, -2.184], [0.340, 5.821, -1.987], [-0.225, 5.085, -3.472], [1.657, -5.958, 1.707], [0.221, -6.709, 1.636], [1.151, -6.720, 1.394], [-3.287, -5.246, 3.005], [-2.291, -5.078, 2.081], [-2.364, -4.945, 3.029]],
  "lowdin_charge": [-0.1186, -0.1784, -0.2037, -0.0955, 0.0678, 0.0653, 0.0709, 0.0906, 0.0940, 0.0695, 0.0727, 0.0654, 0.0390, 0.0223, -0.0632, 0.0420, 0.0239, -0.0639],
  "de_lowest_ev": 1.757,
  "total_energy_ha": -310.00837,
  "homo_energy_ev": -8.76,
  "homo_lumo_gap_ev": 9.3542,
  "lumo_ha": 0.0220
}

Entry 5:
{
  "formula": "C4H5ClN2",
  "method": "the ωB97M-V functional and the def2-TZVPD basis",
  "symbols": ["C", "C", "C", "C", "N", "N", "Cl", "H", "H", "H", "H", "H"],
  "xyz": [[0.084, 0.740, -0.398], [-0.256, -0.674, -0.136], [0.836, 0.012, 0.625], [2.290, -0.369, 0.222], [2.502, -1.526, -0.637], [2.942, -1.623, 0.504], [3.321, 1.056, -0.077], [0.518, 1.030, -1.253], [-0.520, 1.608, 0.015], [-1.140, -1.028, 0.508], [-0.057, -1.633, -0.756], [0.723, 0.238, 1.716]],
  "lowdin_charge": [-0.1487, -0.1393, -0.3204, -0.8356, 0.1134, 0.1179, 0.6158, 0.0577, 0.1387, 0.1221, 0.1267, 0.1518],
  "de_lowest_ev": 3.758,
  "total_energy_ha": -724.99752,
  "homo_energy_ev": -10.14,
  "homo_lumo_gap_ev": 10.4455,
  "lumo_ha": 0.0110
}

Entry 6:
{
  "formula": "C5H10O",
  "method": "the ωB97M-V functional and the def2-TZVPD basis",
  "symbols": ["C", "C", "C", "O", "C", "C", "H", "H", "H", "H", "H", "H", "H", "H", "H", "H"],
  "xyz": [[2.343, 0.006, -0.142], [1.112, -0.531, -0.881], [-0.125, -0.399, -0.040], [-0.026, -1.168, 1.086], [-2.356, 0.675, 0.522], [-1.150, 0.406, -0.334], [3.243, -0.078, -0.759], [2.506, -0.551, 0.785], [2.201, 1.061, 0.117], [1.267, -1.588, -1.133], [0.963, 0.013, -1.819], [-0.832, -1.069, 1.608], [-2.331, 0.149, 1.485], [-2.431, 1.743, 0.755], [-3.288, 0.385, 0.023], [-1.095, 0.946, -1.276]],
  "lowdin_charge": [-0.0980, -0.1987, -0.3793, 0.0431, -0.0975, -0.1177, 0.0696, 0.0713, 0.0784, 0.1166, 0.1100, 0.0894, 0.0618, 0.0749, 0.0741, 0.1021],
  "de_lowest_ev": 0.523,
  "total_energy_ha": -271.73339,
  "homo_energy_ev": -8.48,
  "homo_lumo_gap_ev": 9.3720,
  "lumo_ha": 0.0328
}

Entry 7:
{
  "formula": "C4H7NO2",
  "method": "the ωB97M-V functional and the def2-TZVPD basis",
  "symbols": ["C", "C", "C", "N", "C", "O", "O", "H", "H", "H", "H", "H", "H", "H"],
  "xyz": [[1.298, 0.620, -1.410], [0.702, 0.177, -0.097], [-0.316, -0.960, -0.159], [-0.892, -1.269, 1.110], [-0.594, -0.907, 2.235], [-0.460, -0.691, 3.377], [0.996, 0.681, 0.962], [1.643, -0.238, -1.996], [2.130, 1.299, -1.218], [0.539, 1.141, -2.005], [-2.050, 1.611, 0.066], [0.176, -1.849, -0.577], [-1.109, -0.689, -0.869], [-2.062, 1.075, 0.582]],
  "lowdin_charge": [-0.0120, -0.4433, -0.1802, 0.0991, -0.3331, 0.1631, 0.0924, 0.0872, 0.0882, 0.0911, 0.0602, 0.1303, 0.1132, 0.0437],
  "de_lowest_ev": 1.642,
  "total_energy_ha": -361.82052,
  "homo_energy_ev": -10.24,
  "homo_lumo_gap_ev": 10.9682,
  "lumo_ha": 0.0269
}

Entry 8:
{
  "formula": "CH5O4P2",
  "method": "the ωB97M-V functional and the def2-TZVPD basis",
  "symbols": ["C", "O", "O", "O", "O", "P", "P", "H", "H", "H", "H", "H"],
  "xyz": [[2.383, -0.435, -0.054], [-0.130, 1.192, 1.538], [-0.199, 1.244, -1.084], [-2.553, -0.460, 1.279], [-2.008, -0.402, -1.308], [-1.584, -1.106, 0.078], [0.174, 0.499, 0.197], [2.951, -0.311, 0.855], [2.256, -1.380, -0.482], [2.793, 0.238, -0.903], [-2.692, 0.455, 1.328], [-1.391, 0.464, -1.444]],
  "lowdin_charge": [-0.1306, -0.5152, -0.4790, -0.3882, -0.4871, 0.6669, 0.4448, -0.0359, -0.0652, 0.0060, -0.0058, -0.0108],
  "de_lowest_ev": 1.245,
  "total_energy_ha": -1024.88632,
  "total_charge": -1,
  "homo_energy_ev": -3.85,
  "homo_lumo_gap_ev": 7.8719,
  "lumo_ha": 0.1479
}